Record 1
Formula: C4H4ClNO2
Source: the Open Molecules 2025 dataset
Level of theory: ωB97M-V with the def2-TZVPD basis set

Geometry as XYZ:
```
12
Properties=species:S:1:pos:R:3:forces:R:3:lowdin_charge:R:1
C 0.6422 -1.4694 -0.6690 0.31 -0.37 1.70 -0.21
C -2.4695 0.0550 0.4885 1.11 -0.63 -1.54 -0.68
C 0.4740 -0.9165 2.9591 -0.07 0.23 -0.22 0.01
C 0.8350 -0.7754 0.5865 -0.32 -0.42 -0.99 -0.14
N 0.5674 -2.1138 -1.6267 -0.11 0.38 0.09 0.14
O -1.6005 0.7436 0.0423 -0.97 -0.21 1.41 -0.01
O 0.5123 -1.3695 1.7359 0.26 0.01 -1.93 -0.09
Cl -3.6506 -0.6418 -0.6069 -0.49 0.06 -0.03 0.62
H 0.6314 0.1377 3.1988 0.01 -0.50 -0.11 0.09
H 0.2091 -1.7434 3.5800 -0.05 0.24 0.89 0.07
H -2.5805 -0.4810 1.4458 0.26 0.83 0.19 0.08
H 1.0149 0.2764 0.5001 0.08 0.36 0.55 0.11
```
Forces are in eV/Å.

Calculated values
HOMO-LUMO gap (alpha / beta)   7.858 / 8.370 eV

***

Record 2
Formula: C4H4ClNO2
Source: the Open Molecules 2025 dataset
Level of theory: ωB97M-V with the def2-TZVPD basis set

Geometry as XYZ:
```
12
Properties=species:S:1:pos:R:3:forces:R:3:lowdin_charge:R:1
C -0.7829 -0.7786 -0.2988 -0.99 0.46 2.32 -0.41
C -0.4017 0.4586 1.4745 0.58 0.18 -0.29 -0.05
C 0.1474 0.1524 0.2518 -0.07 0.67 -0.10 -0.21
C 1.3635 0.6525 -0.4317 1.13 -0.16 -0.59 -0.50
H -1.3365 -2.0409 -1.6589 1.04 1.36 0.65 0.17
H -0.1542 1.1312 2.3317 -0.07 -0.74 -1.12 0.16
H 1.7848 -0.0738 -1.1871 -0.49 0.53 1.29 0.09
H 2.1160 0.9575 0.3121 -0.19 -0.36 -0.45 0.07
N -1.7832 -1.0274 0.5322 0.99 0.13 -0.86 0.13
O -0.6506 -1.3318 -1.4679 -0.72 -1.87 -2.07 0.11
O -1.5071 -0.2443 1.6328 -0.78 0.02 0.84 -0.04
Cl 1.2044 2.1445 -1.4908 -0.43 -0.23 0.38 0.49
```
Forces are in eV/Å.

Calculated values
SMILES   Oc1nocc1CCl
HOMO-LUMO gap   10.664 eV

***

Record 3
Formula: C4H4ClNOS
Source: the Open Molecules 2025 dataset
Level of theory: ωB97M-V with the def2-TZVPD basis set

Geometry as XYZ:
```
12
Properties=species:S:1:pos:R:3:forces:R:3:lowdin_charge:R:1
C 1.4422 0.8134 -0.9527 -5.37 2.87 -1.39 -0.14
C -0.3749 0.7306 -2.0850 -1.96 0.52 -0.28 -0.12
C -1.1812 1.1631 2.8139 -0.78 -0.52 -1.55 -0.59
C -0.3665 1.8623 -1.3214 -0.39 -0.62 -0.76 -0.79
N 0.7657 1.8765 -0.6051 1.83 0.18 1.00 0.09
O 0.7914 0.1197 -1.8832 0.38 -1.74 -0.14 0.05
S -0.8049 -0.2263 3.5835 -0.27 1.44 -0.41 0.56
Cl -1.4605 3.1839 -1.3121 -0.05 -0.34 0.14 0.68
H 2.3432 0.5337 -0.7008 4.46 -1.43 1.41 0.09
H -1.1983 0.2092 -2.6082 1.08 0.53 0.07 0.14
H -0.7294 1.3711 1.7675 -0.49 -0.03 1.93 0.00
H -2.0826 1.8245 3.0715 1.57 -0.87 -0.02 0.03
```
Forces are in eV/Å.

Calculated values
SMILES   Clc1cocn1.C=S
HOMO-LUMO gap   8.414 eV

***

Record 4
Formula: C4H4ClNOS
Source: the Open Molecules 2025 dataset
Level of theory: ωB97M-V with the def2-TZVPD basis set

Geometry as XYZ:
```
12
Properties=species:S:1:pos:R:3:forces:R:3:lowdin_charge:R:1
C -0.6990 0.5304 0.3088 0.38 2.06 -4.55 -0.08
C 0.2986 -0.3483 0.0318 1.31 -1.77 2.31 -0.44
C -0.4266 1.4725 -1.5760 -3.92 1.47 4.72 -1.03
C 0.9606 -1.4117 0.9421 0.33 0.17 3.36 -0.06
N 0.9595 -0.4246 -1.1098 0.51 -0.48 0.00 -0.29
O -1.5715 1.0049 1.1659 3.25 -0.06 1.08 0.12
S 0.6732 0.5992 -2.3442 2.15 -1.12 -2.79 0.85
Cl -1.2966 2.8271 -2.0894 0.18 -0.24 0.04 0.58
H 0.3948 -1.7284 1.8884 0.00 0.31 -1.67 0.08
H 1.2241 -2.2838 0.3414 -0.13 0.19 0.20 0.06
H 1.9240 -1.0730 1.5261 -1.50 -0.06 -1.80 0.11
H -2.4412 0.8357 0.9151 -2.55 -0.47 -0.90 0.10
```
Forces are in eV/Å.

Calculated values
2S+1   3
<S²>   2.04
HOMO-LUMO gap (alpha / beta)   6.437 / 7.717 eV

***

Record 5
Formula: C4H4ClOP
Source: the Open Molecules 2025 dataset
Level of theory: ωB97M-V with the def2-TZVPD basis set

Geometry as XYZ:
```
11
Properties=species:S:1:pos:R:3:forces:R:3:lowdin_charge:R:1
C -0.2545 1.3537 -0.8655 0.19 -0.68 1.36 -0.62
C 0.7834 -1.4497 -0.5137 0.90 0.33 -1.42 -0.24
C -0.0835 0.6732 0.4949 1.25 -0.02 -0.50 -0.34
C -0.2469 -0.8750 0.3983 0.26 0.97 -0.93 -0.77
O 1.6808 -2.2061 -0.6304 -1.60 0.98 0.69 0.13
P -0.1176 0.6046 -2.3340 0.44 -0.76 0.89 0.83
Cl -0.3793 -1.4568 2.0347 0.13 -0.97 0.97 0.66
H -0.3602 2.4014 -0.6728 -0.30 0.80 -0.58 0.02
H 0.8833 1.0679 0.9522 -0.55 -1.17 -0.75 0.14
H -0.7287 0.9540 1.3111 -1.03 0.45 -0.29 0.08
H -1.1769 -1.0673 -0.1748 0.30 0.07 0.55 0.11
```
Forces are in eV/Å.

Calculated values
HOMO-LUMO gap (alpha / beta)   7.272 / 7.813 eV

***

Record 6
Formula: C4H4CoO
Source: the Open Molecules 2025 dataset
Level of theory: ωB97M-V with the def2-TZVPD basis set

Geometry as XYZ:
```
10
Properties=species:S:1:pos:R:3:forces:R:3:lowdin_charge:R:1
H 2.7853 -1.8769 1.0938 -1.41 2.53 2.01 0.24
C 1.4454 -2.9713 -0.1000 -1.77 -0.66 -2.70 0.23
C 0.8413 -1.9377 0.5720 0.01 -0.35 3.78 0.03
C 1.7750 -1.2574 1.4526 2.70 -2.63 -3.80 0.02
C 1.8746 0.0008 1.7544 -0.30 2.79 1.04 -0.01
O 1.9158 1.1376 2.0702 0.65 -4.03 -2.11 -0.02
Co 1.4924 2.5203 3.3061 -0.59 2.28 1.88 1.07
H 2.1731 -2.7420 -0.8817 0.76 -0.31 0.60 0.15
H 0.8710 -3.8915 -0.2297 0.31 -0.14 0.07 0.14
H -0.1764 -2.0507 0.9535 -0.36 0.51 -0.77 0.16
```
Forces are in eV/Å.

Calculated values
2S+1   6
<S²>   8.76
HOMO-LUMO gap (alpha / beta)   6.034 / 8.441 eV
Total charge   +2

***

Record 7
Formula: C4H4CuO2
Source: the Open Molecules 2025 dataset
Level of theory: ωB97M-V with the def2-TZVPD basis set

Geometry as XYZ:
```
11
Properties=species:S:1:pos:R:3:forces:R:3:lowdin_charge:R:1
H 2.7616 5.3176 -1.6142 -3.19 -0.98 -3.31 0.15
O 1.7890 5.6469 -3.9586 2.10 2.40 -1.18 -0.18
C 1.6846 4.9692 -2.7651 0.86 -1.16 2.85 -0.34
C 0.7277 3.9744 -2.7385 0.89 0.70 1.54 -0.26
C 0.2996 3.2415 -1.5987 -0.13 -0.57 -0.38 -0.28
C -0.6858 2.2225 -1.6302 0.04 -0.14 0.65 -0.52
O -0.9418 1.5755 -0.5273 0.10 0.12 -0.02 -0.39
H 2.5317 6.2966 -3.9083 -1.06 -1.04 -0.02 0.07
H 0.1909 3.7616 -3.6794 0.31 0.33 0.35 0.10
H 0.8378 3.4279 -0.6483 -0.31 -0.14 -0.23 0.06
Cu -2.2765 0.7702 -1.9341 0.40 0.48 -0.26 -0.40
```
Forces are in eV/Å.

Calculated values
2S+1   2
<S²>   0.76
HOMO-LUMO gap (alpha / beta)   3.178 / 3.576 eV
Total charge   -2

***

Record 8
Formula: C4H4F12LiN2O10S4
Source: the Open Molecules 2025 dataset
Level of theory: ωB97M-V with the def2-TZVPD basis set

Geometry as XYZ:
```
37
Properties=species:S:1:pos:R:3:forces:R:3:lowdin_charge:R:1
Li 2.9695 0.0910 1.1004 -0.14 0.30 -0.03 0.92
C -4.5844 -1.5653 -1.6330 -1.54 -1.18 0.34 -0.67
F -5.6276 -2.0402 -2.3421 0.42 -0.24 0.25 0.11
F -4.1506 -0.5200 -2.2755 0.80 0.80 -0.16 0.16
F -5.0766 -1.2036 -0.4247 0.64 -0.03 -0.65 0.11
S -3.2642 -2.8844 -1.3341 1.92 0.03 2.48 0.69
O -2.1015 -2.1362 -0.8640 -0.65 0.12 -1.81 -0.34
O -3.7510 -3.6858 -0.1918 -0.32 0.71 -2.81 -0.32
N -2.9669 -3.6029 -2.9045 -0.27 3.32 2.90 -0.29
S -3.4546 -5.0279 -2.6423 -1.69 -5.25 0.47 0.51
O -2.6009 -5.8385 -1.7803 -0.31 0.55 -0.85 -0.33
O -4.8952 -5.1610 -2.3704 1.57 0.12 -0.98 -0.34
C -3.1719 -5.8336 -4.3783 1.66 0.95 1.59 -0.66
F -1.8774 -5.7799 -4.8012 -0.23 0.05 0.52 0.09
F -3.4689 -7.1291 -4.3221 -0.68 0.27 -0.29 0.13
F -3.8454 -5.1439 -5.2607 -1.19 -0.22 -0.97 0.14
C 2.9450 5.7098 0.1398 -0.92 -0.91 2.46 -0.65
F 3.4021 6.0279 -1.0358 0.11 0.20 -0.79 0.17
F 3.9665 5.2628 0.9125 -0.06 0.43 -0.47 0.09
F 2.3923 6.7756 0.7487 0.77 -0.66 -0.94 0.12
S 1.6568 4.2765 0.0921 -1.66 2.16 1.66 0.66
O 0.4264 4.9981 -0.2370 1.89 -1.44 0.48 -0.30
O 2.1100 3.2892 -0.7996 1.30 -1.60 -1.31 -0.31
N 1.7847 3.5494 1.6878 2.37 0.16 -4.11 -0.32
S 0.6613 4.2334 2.4299 -5.25 2.11 3.75 0.50
O 0.6505 5.6872 2.3685 0.38 -0.95 0.58 -0.33
O -0.6243 3.5803 2.1968 1.08 0.37 0.55 -0.32
C 0.9234 3.8494 4.3542 0.15 0.12 -2.39 -0.59
F -0.0497 4.4525 5.0527 0.95 -0.51 -0.27 0.13
F 0.7880 2.5079 4.4354 0.29 0.45 0.83 0.08
F 2.1454 4.2267 4.8133 -1.11 -0.42 0.00 0.10
O 5.9638 -0.7775 -0.4132 -0.35 0.09 0.28 -0.06
H 6.2635 -1.6755 -0.5545 0.02 -0.28 -0.02 0.04
H 6.5340 -0.2443 -0.9671 0.09 0.24 -0.15 0.04
O 3.3661 -2.4397 3.5115 0.03 0.36 -0.29 -0.06
H 4.0201 -3.0728 3.8077 0.22 -0.12 0.03 0.03
H 2.5416 -2.7557 3.8810 -0.31 -0.06 0.09 0.04
```
Forces are in eV/Å.

Calculated values
HOMO-LUMO gap   6.080 eV
Total charge   -1

***

Record 9
Formula: C4H4F2
Source: the Open Molecules 2025 dataset
Level of theory: ωB97M-V with the def2-TZVPD basis set

Geometry as XYZ:
```
10
Properties=species:S:1:pos:R:3:forces:R:3:lowdin_charge:R:1
C -1.7181 -0.6289 -0.0045 -1.44 -0.01 0.08 -0.14
C -0.4081 -0.6184 0.0080 0.72 0.91 -0.01 -0.09
C 0.3936 0.6179 0.0050 0.90 0.20 0.06 -0.08
C 1.7385 0.6264 -0.0003 -0.92 0.20 0.00 -0.14
H -2.3752 -1.5030 0.0023 0.40 0.28 -0.02 0.12
H 0.0890 -1.5662 0.0256 0.23 -0.30 -0.03 0.11
H -0.0935 1.6049 0.0225 0.18 -0.68 -0.05 0.12
H 2.3814 1.5136 -0.0019 -0.35 -0.41 0.01 0.12
F -2.4519 0.5170 -0.0048 0.33 -0.29 -0.04 0.00
F 2.4478 -0.5205 -0.0060 -0.05 0.11 -0.01 0.00
```
Forces are in eV/Å.

Calculated values
SMILES   F/C=C\C=C/F
HOMO-LUMO gap   10.085 eV

***

Record 10
Formula: C4H4F2N2
Source: the Open Molecules 2025 dataset
Level of theory: ωB97M-V with the def2-TZVPD basis set

Geometry as XYZ:
```
12
Properties=species:S:1:pos:R:3:forces:R:3:lowdin_charge:R:1
C 0.1222 0.9257 0.6041 -0.09 -0.34 0.13 -0.32
C 0.0661 -0.2420 -0.3561 -0.08 -0.24 -0.18 -0.39
C 0.5915 -1.5576 0.1021 -0.88 -0.97 -0.86 -0.08
C -1.0557 -0.1795 -1.2789 -0.78 0.11 -0.56 -0.13
H 0.1025 1.8898 0.0910 0.04 0.03 0.20 0.17
H 0.1107 -2.5040 -0.2525 0.45 1.10 0.22 0.14
H 0.9405 -1.5944 1.1070 0.37 0.05 0.58 0.11
H 2.1011 -0.3023 -0.4590 -0.22 -0.12 -0.18 0.11
N 1.3116 -0.7822 -0.8989 0.26 0.09 0.25 0.09
N -1.9713 -0.1019 -1.9804 0.89 -0.09 0.65 0.18
F 1.2691 0.8195 1.3426 -0.23 0.24 -0.08 0.06
F -0.9337 0.8494 1.4620 0.27 0.15 -0.16 0.08
```
Forces are in eV/Å.

Calculated values
SMILES   N#C[C@@]1(C(F)F)CN1
HOMO-LUMO gap   11.777 eV

***

Computed E_tot, in the same sequence as the records: -820.092540, -820.194779, -1143.112106, -1142.946838, -1031.473937, -1611.835158, -1945.471050, -3815.360025, -354.497448, -464.015698 hartree.
Computed relative energy (zero: lowest compared OMol25 entry of this formula, charge and spin), in the same sequence as the records: 97.7, 33.6, 47.1, 43.5, 65.7, 7.2, 42.0, 148.1, 2.0, 27.8 kcal/mol.